No. 1
Molecular formula: C5H37N2O14
Method: DFT, ωB97M-V/def2-TZVPD

Each line ends with the Löwdin spin population.
CARTESIAN COORDINATES (ANGSTROEM)
O  0.09795  3.73049  -1.78651  0.147
C  -0.26185  3.09662  -0.82527  0.060
C  -0.32225  1.56807  -0.84833  0.095
C  0.88319  0.99401  -0.07132  0.063
C  1.11629  -0.37655  -0.63505  0.017
C  1.46820  -0.80752  -1.84974  0.060
N  1.00482  -1.41886  0.42192  0.004
N  -1.62084  1.08762  -0.29231  0.435
H  -0.65791  3.60138  0.03483  0.017
H  -0.24144  1.38830  -2.06001  0.002
H  1.90064  1.56543  -0.22388  0.010
H  0.99775  1.12837  1.05290  0.001
H  1.68101  -1.76891  -2.14215  0.003
H  1.53946  -0.20855  -2.77928  0.002
H  1.34064  -2.40996  0.20076  0.000
H  0.11967  -1.38581  0.93391  0.001
H  1.85075  -1.12651  1.08813  0.000
H  -1.98097  0.17510  -0.68156  0.015
H  -1.48900  1.03014  0.70759  0.010
H  4.15055  -2.36287  -1.42648  0.000
H  4.66633  -1.46790  -0.34402  0.000
O  3.85567  -1.82849  -0.68442  0.004
H  -1.02633  -0.54033  3.20035  0.000
H  -0.14451  0.62341  3.21161  0.000
O  -0.79002  0.19630  2.60894  0.000
H  -3.62633  -0.01982  -2.49444  0.000
H  -2.11980  0.04450  -2.87873  0.000
O  -2.81134  -0.52214  -2.54794  0.000
H  0.91927  -3.29906  3.16201  0.000
H  -0.19552  -3.41397  2.18686  0.000
O  0.60778  -2.93095  2.29596  0.000
H  0.21836  -4.82542  -1.02748  0.000
H  -0.50889  -3.62912  -0.34113  0.000
O  0.31644  -3.88335  -0.80815  0.000
H  4.49600  1.99020  -1.04335  0.000
H  3.24760  1.61687  -2.09366  0.000
O  3.76239  1.45110  -1.31926  0.004
H  -3.48095  4.11660  0.18061  0.000
H  -2.16680  3.41550  0.29324  0.003
O  -2.88859  3.70178  0.81769  0.015
H  -1.95783  -3.81074  2.18153  0.000
H  -2.84443  -2.94092  1.07293  0.000
O  -1.96685  -3.33903  1.36530  0.000
H  0.39435  2.27159  -4.11072  0.000
H  0.60687  1.24199  -2.95188  0.000
O  1.13233  1.83581  -3.54130  0.013
H  -4.09163  -0.98908  -0.23564  0.000
H  -3.25910  -2.09116  -0.96861  0.000
O  -3.76357  -1.90246  -0.18265  0.001
H  3.51470  0.40285  2.29022  0.000
H  3.61308  0.32193  0.74541  0.000
O  3.08525  0.06876  1.51186  0.001
H  -4.78909  1.32423  0.78313  0.000
H  -4.01631  1.90958  -0.41069  0.001
O  -4.59197  1.16936  -0.15435  0.019
H  1.93779  2.20817  3.04581  0.000
H  1.74745  1.97484  4.60660  0.000
O  1.34151  2.04859  3.76018  0.000

Summary:
- Multiplicity: 2
- Total energy: -37410.820 eV
- Charge: +2
- ΔE to the lowest compared entry with this formula, charge and spin: 119.0 kcal per mole
- Highest occupied orbital energy (spin up / spin down): -0.608 / -0.602 Ha

=====

No. 2
Molecular formula: C5H37NO14
Method: DFT, ωB97M-V/def2-TZVPD

Each line ends with the natural charge from an NBO analysis.
CARTESIAN COORDINATES (ANGSTROEM)
C  -1.31035  2.54449  -1.79644  -0.457
N  -0.19128  1.87307  -1.08895  -0.629
C  0.95521  2.65825  -0.90896  0.104
C  0.91379  3.99004  -0.65834  -0.486
C  2.92288  2.19850  0.50002  -0.382
C  2.06654  1.85498  -0.48702  -0.222
H  -1.00503  3.07487  -2.74968  0.190
H  -2.20242  1.96017  -1.97981  0.222
H  -1.84311  3.39572  -1.36074  0.203
H  -0.05784  0.92320  -1.41593  0.405
H  -0.02413  4.51525  -0.62062  0.198
H  1.76306  4.61132  -0.50391  0.209
H  2.67572  3.07667  0.95377  0.211
H  3.86490  1.57647  0.47948  0.220
H  2.20073  0.89728  -1.17936  0.210
H  1.49695  -1.21929  0.36315  0.515
H  2.92527  -1.24492  0.65495  0.492
O  2.30522  -0.84867  0.07112  -0.958
H  -0.70693  -2.26447  0.79483  0.507
H  0.23957  -2.96972  -0.34305  0.513
O  0.22040  -2.42798  0.55646  -1.062
H  -0.04168  0.30974  1.79582  0.512
H  1.44567  0.35763  1.20362  0.524
O  0.91544  0.33957  2.08712  -1.030
H  -1.13925  -2.17606  3.66586  0.505
H  -1.81720  -1.54333  2.43418  0.457
O  -2.02439  -1.98510  3.29463  -0.981
H  -1.01166  -1.47343  -3.12152  0.484
H  -1.89234  -0.78925  -4.25271  0.495
O  -1.22150  -0.73117  -3.56182  -0.979
H  0.69577  0.53188  -3.72866  0.522
H  2.19048  0.80788  -3.13225  0.487
O  1.47044  0.14793  -3.24928  -0.988
H  1.04681  -2.85018  -2.07483  0.527
H  0.45401  -4.35420  -1.98836  0.490
O  0.34368  -3.50223  -1.75026  -0.985
H  -2.55469  0.74835  3.94680  0.486
H  -1.92952  2.06682  3.64055  0.503
O  -2.77758  1.61640  3.65248  -0.945
H  -1.90191  1.37664  0.62850  0.496
H  -2.27400  1.17183  2.15712  0.509
O  -1.80678  0.76547  1.34188  -1.023
H  2.37231  -1.44608  -2.97846  0.510
H  2.54427  -1.56378  -1.39195  0.505
O  2.47281  -2.17023  -2.25027  -1.008
H  0.21436  2.94303  3.97025  0.485
H  0.33024  1.48271  3.17411  0.517
O  -0.17939  2.01315  3.89013  -1.012
H  -1.09500  -3.61122  -2.64540  0.471
H  -2.38999  -3.01031  -2.05483  0.476
O  -2.00783  -3.51602  -2.89101  -0.975
H  -3.36351  -1.89738  1.15201  0.489
H  -2.41742  -0.75345  0.76087  0.494
O  -2.65409  -1.64922  0.54527  -0.990
H  0.86180  -1.17603  2.92294  0.484
H  1.02729  -2.55794  2.30009  0.490
O  0.90519  -2.09768  3.22643  -1.007

Summary:
- Total energy: -35938.891 eV
- Charge: 0
- ΔE to the lowest compared entry with this formula, charge and spin: 115.9 kcal per mole
- Highest occupied orbital energy: -0.318 Ha

=====

No. 3
Molecular formula: C5H37NO14S
Method: DFT, ωB97M-V/def2-TZVPD

Each line ends with the natural charge from an NBO analysis.
CARTESIAN COORDINATES (ANGSTROEM)
O  -1.96135  0.04492  -0.47718  -0.666
C  -0.81433  0.11863  -0.03880  0.692
N  -0.61040  1.12497  0.89947  -0.661
C  -1.70718  1.98128  1.30853  -0.049
C  -1.70024  2.10235  2.86524  -0.512
S  -2.06530  0.51870  3.70484  -0.087
C  -1.71992  3.46604  0.78265  -0.635
C  0.38147  -0.61552  -0.50335  -0.752
H  0.32751  1.33325  1.21062  0.428
H  -2.63212  1.48294  0.96754  0.240
H  -0.71344  2.53807  3.13716  0.234
H  -2.48532  2.76450  3.19576  0.218
H  -2.49619  -0.27975  2.73771  0.126
H  -2.42248  4.02607  1.36581  0.214
H  -2.19617  3.20378  -0.19162  0.216
H  -0.73942  3.84325  0.52209  0.238
H  0.56792  -0.45754  -1.57629  0.216
H  0.43532  -1.69407  -0.43428  0.285
H  1.32923  -0.29002  -0.04424  0.243
H  1.39886  3.49574  0.28932  0.500
H  2.08025  3.65090  1.67758  0.472
O  1.39989  3.15617  1.21982  -0.997
H  0.14507  -0.27250  2.79617  0.484
H  0.54514  -0.52935  4.29573  0.490
O  0.85914  -0.23991  3.43726  -0.979
H  -1.79746  0.86750  -3.42481  0.494
H  -0.90248  2.04371  -3.79081  0.460
O  -1.08953  1.13408  -4.04523  -0.952
H  -3.25793  -1.81819  -0.73366  0.490
H  -2.91835  -1.46703  -2.18940  0.500
O  -3.40317  -2.10602  -1.65150  -0.977
H  2.43734  2.44123  -3.45185  0.479
H  1.44059  1.43157  -2.88718  0.496
O  2.16503  2.00927  -2.63157  -0.950
H  -1.68798  -2.11169  -3.83076  0.498
H  -0.44412  -1.38850  -3.06091  0.489
O  -1.38347  -1.40791  -3.25683  -0.972
H  -2.04584  -3.33880  -1.37567  0.501
H  -0.88192  -4.26543  -1.07891  0.446
O  -1.41540  -3.96033  -1.81513  -0.972
H  1.52339  -3.35884  1.26582  0.485
H  0.57068  -2.81283  2.27442  0.465
O  0.79340  -3.63847  1.83741  -0.945
H  -1.28686  -1.92857  1.76711  0.462
H  -1.07226  -3.38099  1.08457  0.503
O  -1.42649  -2.49698  1.01475  -0.969
H  3.33540  -1.94853  -0.84574  0.463
H  4.00316  -1.42143  0.40153  0.493
O  4.13615  -1.50526  -0.55493  -0.968
H  2.12562  -3.21689  -2.11186  0.484
H  1.85030  -4.39186  -1.15640  0.487
O  1.77484  -3.43828  -1.23598  -0.961
H  1.60668  4.94594  -1.31859  0.472
H  1.99115  3.48813  -1.68896  0.506
O  1.24012  4.05505  -1.37073  -0.963
H  2.48645  -1.07660  2.64179  0.509
H  3.24522  0.26617  2.08835  0.494
O  3.08177  -0.67610  1.98412  -1.001

Summary:
- Total energy: -46775.900 eV
- Charge: 0
- ΔE to the lowest compared entry with this formula, charge and spin: 34.0 kcal per mole
- Highest occupied orbital energy: -0.344 Ha

=====

No. 4
Molecular formula: C5H37NO15
Method: DFT, ωB97M-V/def2-TZVPD

Each line ends with the natural charge from an NBO analysis.
CARTESIAN COORDINATES (ANGSTROEM)
C  1.38816  -1.27002  -0.28196  0.530
N  1.39151  -0.21560  0.65171  -0.480
C  1.54382  -0.48955  2.08957  -0.438
C  -0.67264  0.42067  -0.84521  -0.632
C  0.47535  0.85403  0.25798  -0.074
C  1.30082  1.92447  -0.42141  -0.054
O  2.10179  2.61121  0.46672  -0.721
O  1.87168  -2.33202  -0.04155  -0.674
H  1.22047  -1.12652  -1.42204  0.182
H  0.67278  0.14938  2.63010  0.203
H  2.49787  0.02767  2.46686  0.213
H  1.56366  -1.59550  2.35432  0.243
H  -1.33986  -0.29422  -0.38158  0.186
H  -0.28478  0.04546  -1.73741  0.231
H  -1.31082  1.25695  -1.24463  0.243
H  -0.14328  1.14295  1.08283  0.201
H  2.01927  1.54794  -1.03003  0.223
H  0.66732  2.62733  -1.02025  0.137
H  1.66006  2.62394  1.28405  0.466
H  -3.75466  -0.49692  3.74147  0.477
H  -3.75970  0.62334  2.65201  0.477
O  -3.19754  0.11381  3.30098  -0.951
H  -3.30040  3.77133  -0.33792  0.495
H  -2.61938  3.65540  0.96277  0.481
O  -3.43503  3.45172  0.52255  -0.965
H  -2.22301  -0.71481  1.61479  0.494
H  -1.66882  -1.90936  0.82362  0.463
O  -2.08899  -1.69208  1.60419  -0.960
H  4.27932  0.25963  -2.69399  0.468
H  3.76844  -0.50260  -1.59544  0.491
O  3.56114  0.33043  -2.11747  -0.991
H  -2.01991  -4.52825  1.16980  0.514
H  -2.55851  -4.38305  -0.45291  0.488
O  -1.83842  -4.51862  0.17575  -1.001
H  -3.65562  1.15807  -1.69675  0.498
H  -4.05366  2.60218  -2.24065  0.463
O  -3.39026  1.82587  -2.29717  -0.967
H  0.40228  0.12315  -3.57650  0.474
H  1.94414  0.16367  -3.06004  0.509
O  1.07041  0.59003  -3.13259  -0.985
H  -0.16263  -2.88487  3.32940  0.486
H  0.17377  -4.01968  2.22242  0.479
O  0.16924  -3.83012  3.20332  -0.961
H  -2.15454  4.36464  -2.37676  0.474
H  -0.99070  4.24594  -1.53955  0.481
O  -1.90760  4.61159  -1.50818  -0.947
H  -4.69690  0.28770  0.42373  0.468
H  -4.22614  1.77908  0.45994  0.512
O  -4.03729  0.86123  0.18462  -0.985
H  -0.94331  -3.58147  -2.03040  0.478
H  0.61036  -3.50959  -2.16521  0.473
O  -0.14744  -3.22933  -2.60223  -0.948
H  3.93984  1.06857  1.91765  0.450
H  3.43151  2.38708  1.45628  0.489
O  3.82247  1.94318  2.24108  -0.960
H  3.57406  -2.43934  -0.97218  0.497
H  4.60678  -1.77709  -0.08862  0.491
O  4.30599  -1.89648  -1.03565  -0.935

Summary:
- Total energy: -37985.496 eV
- Charge: 0
- ΔE to the lowest compared entry with this formula, charge and spin: 157.2 kcal per mole
- Highest occupied orbital energy: -0.352 Ha

=====

Q: The highest ΔE to the lowest compared entry with this formula, charge and spin belongs to which entry?
A: C5H37NO15

=====

Q: The lowest total energy belongs to which entry?
A: C5H37NO14S

=====

Q: total energy of number 3 (C5H37NO14S)?
A: -46775.900 eV